{
  "formula": "C43H62F40O5",
  "method": "ωB97M-V/def2-TZVPD",
  "smiles": "FC(F)C(F)(F)COC(F)(F)C(F)F.FC(F)C(F)(F)COC(F)(F)C(F)F.FC(F)C(F)(F)COC(F)(F)C(F)F.FC(F)C(F)(F)COC(F)(F)C(F)F.FC(F)C(F)(F)COC(F)(F)C(F)F.CCCCCC.CCCCCC.CCCCCC",
  "e_tot_ha": -6046.320605,
  "lumo_energy_ha": 0.0041,
  "total_charge": 0,
  "fmax_ev_per_a": 5.08,
  "homo_lumo_gap_ev": 10.690,
  "elements": ["F", "C", "F", "C", "F", "F", "C", "O", "C", "F", "F", "C", "F", "F", "H", "H", "H", "H", "F", "C", "F", "C", "F", "F", "C", "O", "C", "F", "F", "C", "F", "F", "H", "H", "H", "H", "F", "C", "F", "C", "F", "F", "C", "O", "C", "F", "F", "C", "F", "F", "H", "H", "H", "H", "F", "C", "F", "C", "F", "F", "C", "O", "C", "F", "F", "C", "F", "F", "H", "H", "H", "H", "F", "C", "F", "C", "F", "F", "C", "O", "C", "F", "F", "C", "F", "F", "H", "H", "H", "H", "C", "C", "C", "C", "C", "C", "H", "H", "H", "H", "H", "H", "H", "H", "H", "H", "H", "H", "H", "H", "C", "C", "C", "C", "C", "C", "H", "H", "H", "H", "H", "H", "H", "H", "H", "H", "H", "H", "H", "H", "C", "C", "C", "C", "C", "C", "H", "H", "H", "H", "H", "H", "H", "H", "H", "H", "H", "H", "H", "H"],
  "coordinates": [[-6.5291, -7.8834, 10.6845], [-6.4232, -8.4868, 9.4740], [-6.9536, -9.7902, 9.5340], [-6.8359, -7.6115, 8.2861], [-8.1897, -7.4730, 8.3452], [-6.5970, -8.2398, 7.0453], [-6.1583, -6.3189, 8.1975], [-4.7249, -6.4396, 8.2938], [-3.9807, -6.2013, 7.0829], [-4.3299, -6.9649, 5.9965], [-4.1616, -4.9340, 6.7824], [-2.4500, -6.4698, 7.5031], [-1.5744, -6.1870, 6.6327], [-1.9880, -5.6938, 8.5306], [-5.3440, -8.5459, 9.3329], [-6.5825, -5.7998, 9.0570], [-6.3841, -5.7211, 7.3145], [-2.2914, -7.5073, 7.7974], [13.1759, -1.9207, -0.9287], [13.3294, -0.6623, -1.1721], [14.0301, -0.3885, -2.2370], [11.9487, 0.0423, -1.0216], [12.1430, 1.4175, -1.2086], [11.4737, -0.1475, 0.1526], [10.9973, -0.4541, -2.1370], [9.8353, 0.3780, -2.0773], [8.6651, -0.1298, -2.6192], [8.8997, -0.6897, -3.8292], [8.2351, -1.1634, -1.8829], [7.6140, 1.0704, -2.5492], [8.0740, 2.0851, -3.2434], [6.3360, 0.8353, -2.8298], [13.9641, -0.3323, -0.3497], [10.7160, -1.5069, -2.1146], [11.4855, -0.1248, -3.0542], [7.5353, 1.3655, -1.5029], [-8.6832, 3.3627, -3.6554], [-7.4808, 3.0930, -4.2033], [-7.3623, 3.6182, -5.4216], [-6.2989, 3.5295, -3.2354], [-6.3666, 4.8343, -2.8783], [-5.0650, 3.4200, -3.6987], [-6.3587, 2.7163, -1.9345], [-6.5782, 1.2969, -2.1996], [-7.4427, 0.6815, -1.2356], [-6.6685, 0.6640, -0.0680], [-8.5675, 1.3245, -0.9982], [-7.6820, -0.7926, -1.6791], [-8.3335, -1.5795, -0.7929], [-8.2405, -0.8875, -2.9076], [-7.5040, 2.0240, -4.4149], [-7.2102, 3.0843, -1.3621], [-5.4947, 2.9039, -1.2970], [-6.7702, -1.3603, -1.8647], [0.4499, -0.5856, -9.7277], [1.5193, -1.0203, -9.0156], [2.3589, -1.5294, -9.8772], [1.9915, 0.0451, -8.0414], [0.9223, 0.4726, -7.3143], [2.5253, 1.0570, -8.6925], [3.1398, -0.3933, -7.1598], [2.7501, -1.4249, -6.2117], [3.4323, -2.6609, -6.1139], [3.5209, -3.2747, -7.3200], [4.6544, -2.3674, -5.8042], [2.8120, -3.5202, -4.9969], [1.4048, -3.5338, -5.0813], [3.2211, -4.8224, -5.0058], [1.1532, -1.8995, -8.4853], [3.3482, 0.5612, -6.6764], [4.0698, -0.6445, -7.6698], [3.0507, -3.0502, -4.0429], [7.6445, 0.9256, 3.7950], [8.3496, -0.1501, 4.1830], [8.4680, 0.0444, 5.4842], [7.8347, -1.5428, 3.6640], [8.5798, -2.4609, 4.3053], [8.1463, -1.6269, 2.3172], [6.3620, -1.8189, 4.0317], [5.8231, -2.9743, 3.4532], [4.6939, -2.8412, 2.6208], [3.8171, -1.9668, 3.0875], [5.2493, -2.3317, 1.4646], [4.0586, -4.2057, 2.3535], [3.7269, -4.8232, 3.5144], [3.0403, -4.2821, 1.4677], [9.3718, -0.0323, 3.8233], [5.7330, -0.9744, 3.7503], [6.2579, -2.0262, 5.0967], [4.8220, -4.8757, 1.9580], [-7.6127, -0.8287, 6.9992], [-7.2488, 0.6033, 6.5488], [-7.2299, 0.8107, 5.0192], [-6.8916, 2.3128, 4.6030], [-5.4946, 2.8192, 4.7761], [-4.4274, 2.4489, 3.7548], [-8.6708, -1.0644, 6.8852], [-7.3279, -0.7910, 8.0506], [-7.0310, -1.5893, 6.4782], [-8.0071, 1.3105, 6.8849], [-6.3857, 0.9791, 7.0981], [-8.2010, 0.5496, 4.5984], [-6.3555, 0.2799, 4.6427], [-7.4026, 2.4759, 3.6542], [-7.5432, 2.9239, 5.2276], [-5.3386, 3.8819, 4.9612], [-5.1586, 2.4718, 5.7531], [-4.2942, 1.3675, 3.7876], [-4.7481, 2.5999, 2.7240], [-3.4771, 2.9757, 3.8407], [-0.6186, 8.7528, -2.5206], [0.1992, 8.1778, -3.6543], [-0.6044, 7.3891, -4.7100], [0.1953, 7.0839, -5.9760], [1.3069, 6.0631, -5.8971], [2.2296, 6.0469, -7.1352], [-0.9444, 7.9605, -1.8466], [-1.5769, 9.2294, -2.7271], [-0.0809, 9.5032, -1.9412], [0.7477, 9.0002, -4.1136], [0.9379, 7.5086, -3.2132], [-1.5972, 7.8002, -4.8932], [-0.9162, 6.4122, -4.3405], [-0.5242, 6.7565, -6.7265], [0.6890, 7.9712, -6.3724], [1.8821, 6.2488, -4.9900], [1.0120, 5.0181, -5.8020], [1.6195, 5.9668, -8.0350], [2.8389, 6.9496, -7.1790], [2.9843, 5.2697, -7.0147], [0.6087, 1.9281, -1.7773], [0.6428, 0.4678, -1.1853], [-0.8175, -0.0797, -1.1639], [-1.1376, -1.4620, -0.5942], [-0.7289, -1.4551, 0.8008], [-1.1495, -2.6907, 1.5780], [1.5710, 2.3507, -2.0663], [0.1833, 2.7057, -1.1428], [0.0696, 1.7951, -2.7153], [1.1318, -0.1278, -1.9562], [1.2272, 0.3604, -0.2716], [-0.9283, -0.2142, -2.2399], [-1.4731, 0.7158, -0.8099], [-2.2169, -1.5873, -0.6808], [-0.5692, -2.2055, -1.1531], [0.3527, -1.3861, 0.9168], [-1.1096, -0.5791, 1.3259], [-0.6004, -2.6914, 2.5195], [-2.2057, -2.6866, 1.8470], [-0.9395, -3.5887, 0.9969]],
  "forces_ev_per_angstrom": [[-1.1, 0.1, -0.5], [2.4, -1.6, -0.1], [0.3, 2.5, -0.3], [-2.0, -2.3, -2.0], [0.1, 0.6, -0.1], [0.0, -0.3, 1.7], [0.8, 1.9, 0.6], [0.4, -0.7, -1.5], [0.5, -0.7, 2.3], [0.3, 0.7, 1.4], [-0.1, 0.9, -0.9], [-1.2, -0.9, 2.6], [1.8, 0.6, -4.7], [-1.7, 0.2, 1.2], [0.1, -0.8, 0.0], [0.7, 0.6, 0.2], [-0.5, -0.5, -0.1], [-0.7, -0.3, 0.2], [-0.7, -3.6, -0.7], [0.4, 3.3, 3.9], [0.1, -0.1, -2.5], [0.7, 0.5, -4.2], [0.0, -1.2, 0.2], [-0.8, -0.4, 2.6], [-0.1, 1.5, -0.3], [-1.5, 0.0, -0.1], [0.7, 0.4, 0.3], [-0.2, 0.7, -0.4], [-0.6, -0.3, 0.6], [0.9, -0.7, 2.4], [0.3, 0.9, -1.3], [-0.6, -1.0, -1.4], [-0.1, 0.7, 0.4], [0.4, 0.0, 0.2], [0.3, -0.8, -0.2], [0.8, -0.1, 0.3], [0.1, 0.8, 0.2], [1.0, -1.5, -0.1], [0.0, 1.4, -0.5], [-0.9, -0.5, 1.6], [-0.9, 0.4, 0.0], [0.8, -0.8, -1.7], [-1.3, -0.4, 0.5], [-1.6, 0.0, 0.9], [3.0, -0.2, -0.4], [-1.4, -0.2, -0.6], [-0.2, 0.3, 0.0], [1.9, -1.6, -0.8], [-0.8, 1.1, 0.1], [-1.2, 0.8, 0.1], [0.5, -0.2, 0.7], [-0.1, 0.1, -0.1], [0.3, -0.3, -0.4], [0.8, 0.9, 0.6], [-0.2, 0.8, -0.2], [-3.0, -1.5, 1.0], [2.4, 0.3, -1.2], [0.5, -1.7, -0.1], [0.5, -0.3, -0.3], [0.2, 1.9, -1.2], [0.2, -0.7, 1.4], [-0.6, -0.8, 0.1], [-1.6, 2.0, -1.9], [-0.7, -0.3, 0.2], [2.8, -0.1, 1.1], [-2.2, -0.4, 0.5], [1.9, 0.0, -0.3], [0.0, 1.2, -0.4], [-0.1, 0.2, 0.8], [0.2, -0.3, 0.9], [-0.4, -0.2, -0.5], [0.1, -0.1, 0.0], [-1.0, -0.1, -1.2], [1.6, 0.7, -1.2], [-0.4, -1.3, 2.0], [-0.8, 0.4, 0.4], [0.6, -0.3, 0.0], [-0.7, 0.3, 1.4], [-0.6, 0.6, -0.4], [-1.6, -1.8, -0.8], [2.6, 0.8, -0.2], [-0.5, 0.4, 0.1], [-1.3, -0.2, -0.1], [1.6, -2.5, -0.3], [-0.8, 0.8, 0.3], [-0.1, 1.1, 0.6], [0.1, -0.2, -0.7], [0.3, 0.3, 0.2], [0.6, 0.7, 0.2], [0.4, 0.4, -0.3], [0.6, 1.1, 0.2], [-1.2, 0.3, -0.7], [2.1, 1.7, 0.6], [-2.4, -0.5, 0.5], [1.7, 0.4, 0.6], [-0.5, -1.0, -0.7], [0.0, 0.1, 0.0], [-0.3, -0.8, 0.2], [0.1, 0.0, 0.0], [-0.5, -0.2, 0.4], [0.5, -0.3, -0.5], [0.3, -0.3, -0.2], [-0.5, -0.8, -0.5], [0.8, 0.0, -0.6], [0.0, 0.2, 0.4], [-1.1, 0.4, -0.4], [0.2, -0.5, 0.2], [0.5, -0.1, 0.1], [-0.3, 0.4, -0.1], [-0.1, -0.1, 0.4], [-0.8, -0.1, 1.0], [-0.5, 0.0, -0.3], [0.4, -0.6, 0.4], [-0.5, 0.1, -0.7], [0.8, -0.7, 0.2], [0.1, 0.7, 1.0], [0.3, -0.2, 0.3], [0.1, 0.1, -0.9], [0.3, -0.2, 0.1], [0.0, -0.1, -0.4], [0.2, 0.0, -0.1], [0.3, 0.8, -0.4], [0.3, -0.3, 0.6], [0.0, 0.0, -0.3], [-0.3, 0.4, 0.0], [0.3, 0.1, 0.0], [-0.8, 0.0, 0.2], [0.3, -0.2, -0.1], [-0.3, 0.3, -0.2], [-0.3, -0.4, -0.4], [0.4, -1.0, 0.1], [-0.3, 0.6, -0.4], [0.9, 0.2, -1.5], [0.4, 1.6, -0.9], [0.4, -0.7, 2.4], [0.0, 0.1, 0.4], [0.3, -0.4, 0.1], [-0.5, -0.3, 0.1], [-0.3, 0.6, 0.0], [0.4, -0.1, 0.2], [-0.2, 0.2, 0.1], [-0.9, 0.5, -0.2], [-0.3, -0.2, 0.1], [0.0, -0.4, -0.2], [-0.3, -0.3, -0.1], [0.2, 0.1, -0.3], [-0.2, 0.2, 0.0], [0.0, -0.4, 0.0], [-0.1, 0.0, -0.2], [0.1, -0.1, 0.2]]
}